Entry from OMol25: a single C17H25N3O3 molecule at a distorted geometry (ωB97M-V/def2-TZVPD).

LUMO energy in eV: 0.366
Kohn-Sham gap in eV: 9.469
SMILES string: CNC(=O)[C@H](NC(=O)[C@@H](Cc1ccccc1)NC(C)=O)C(C)C
Energy relative to the best compared isomer or geometry (same formula, charge and spin) in kcal per mole: 28.09

ORCA input file:
```
! RIJCOSX wB97M-V def2-TZVPD def2/J DEFGRID3
* xyz 0 1
C -1.80 -3.89 -1.64
N -0.96 -2.81 -1.11
C 0.35 -2.63 -1.42
O 0.87 -3.41 -2.19
C 1.10 -1.44 -0.81
N 0.20 -0.29 -0.51
C -0.65 -0.16 0.52
O -0.80 -1.11 1.31
C -1.49 1.13 0.64
C -0.67 2.28 1.28
C 0.06 1.91 2.55
C 1.38 1.45 2.53
C 1.96 1.01 3.74
C 1.25 1.07 4.95
C -0.06 1.54 4.95
C -0.65 1.95 3.73
N -1.92 1.56 -0.69
C -2.76 0.81 -1.48
C -2.97 1.27 -2.90
O -3.34 -0.19 -1.07
C 2.35 -1.04 -1.64
C 3.27 -0.12 -0.81
C 1.92 -0.35 -2.96
H -2.35 -3.64 -2.56
H -1.21 -4.82 -1.88
H -2.48 -4.19 -0.86
H -1.37 -2.22 -0.39
H 1.54 -1.78 0.13
H 0.17 0.46 -1.21
H -2.34 0.90 1.24
H 0.07 2.65 0.58
H -1.36 3.09 1.51
H 1.88 1.32 1.60
H 3.01 0.62 3.74
H 1.75 0.77 5.84
H -0.62 1.65 5.87
H -1.63 2.32 3.71
H -1.58 2.41 -1.03
H -3.93 0.89 -3.24
H -2.96 2.34 -2.92
H -2.20 0.83 -3.50
H 2.92 -1.92 -1.89
H 3.63 -0.60 0.10
H 2.79 0.82 -0.57
H 4.18 0.11 -1.39
H 2.81 -0.14 -3.58
H 1.46 0.62 -2.80
H 1.21 -1.01 -3.47
*
```